1.
This record from OMol25 describes a cluster of 11 separate species, C19H10Cl40NO4PS in total in a non-equilibrium geometry. The level of theory is the ωB97M-V functional and the def2-TZVPD basis.

Its SMILES is CC(C)=NC1=CC(=O)C(P(O)(O)=S)=CC1=O.ClC(Cl)(Cl)Cl.ClC(Cl)(Cl)Cl.ClC(Cl)(Cl)Cl.ClC(Cl)(Cl)Cl.ClC(Cl)(Cl)Cl.ClC(Cl)(Cl)Cl.ClC(Cl)(Cl)Cl.ClC(Cl)(Cl)Cl.ClC(Cl)(Cl)Cl.ClC(Cl)(Cl)Cl. The value obtained for the frontier orbital gap is 7.24 eV. The net charge is 0. For the highest occupied orbital energy, the calculation gives -8.856 eV.

The geometry in XYZ format:
```
76
Properties=species:S:1:pos:R:3:mulliken_charge:R:1
C 3.31872 -2.39799 1.48328 -0.674
C 4.01623 -1.15693 0.99282 0.820
C 5.50467 -1.25401 0.87924 -1.463
N 3.47484 -0.04230 0.70842 -0.526
C 2.08136 0.02187 0.86001 0.366
C 1.45999 0.19401 2.02472 -0.052
C -0.02368 0.22017 2.03545 -0.202
O -0.66806 0.91830 2.78504 -0.487
C -0.65521 -0.72746 1.02313 0.774
P -2.19384 -1.64349 1.36231 0.739
O -1.77989 -3.03832 2.06088 -0.529
O -2.81917 -2.06537 -0.04723 -0.242
S -3.43124 -0.61974 2.39953 -0.179
C -0.02564 -0.89409 -0.13967 -0.691
C 1.23505 -0.11809 -0.37289 -0.152
O 1.54484 0.34162 -1.45008 -0.566
H 2.36834 -2.59475 1.00212 0.290
H 3.22309 -2.32418 2.56130 0.310
H 3.96071 -3.23991 1.26754 0.115
H 5.88885 -1.26100 1.89942 0.285
H 5.78425 -2.19398 0.41868 0.443
H 5.90035 -0.38860 0.37056 0.342
H 2.02149 0.28506 2.93921 0.646
H -0.83415 -3.05201 2.23671 0.368
H -2.17287 -2.48978 -0.62220 0.246
H -0.36038 -1.55544 -0.92177 0.206
Cl 5.70287 -5.26658 2.46069 -0.096
C 4.54398 -6.57160 2.16919 0.336
Cl 4.39194 -7.55805 3.62283 -0.092
Cl 2.96339 -5.88027 1.75984 -0.101
Cl 5.09807 -7.56618 0.82460 -0.057
Cl 4.69865 2.14959 1.42481 0.019
C 5.71562 3.53408 1.85056 0.261
Cl 5.76994 4.66853 0.49814 -0.068
Cl 5.05351 4.34121 3.28193 -0.118
Cl 7.35727 2.97282 2.20065 -0.127
Cl -2.05840 4.40410 3.80114 -0.105
C -1.36375 4.60672 2.18935 0.187
Cl -2.28448 3.65182 1.02444 -0.081
Cl -1.42589 6.31175 1.73375 -0.005
Cl 0.32432 4.07404 2.20509 -0.051
Cl -5.99746 -2.45867 -1.32799 -0.068
C -5.50473 -2.28410 -3.01192 0.230
Cl -6.61604 -3.18911 -4.04607 -0.090
Cl -5.52863 -0.57800 -3.45994 0.038
Cl -3.86254 -2.91959 -3.22567 -0.106
Cl 0.88643 10.54954 3.60063 -0.097
C -0.76047 9.94077 3.40881 0.366
Cl -1.90661 11.13929 4.01720 -0.095
Cl -1.07869 9.64668 1.69147 -0.110
Cl -0.94236 8.43838 4.31653 -0.070
Cl -3.26282 -2.79089 -8.98709 -0.106
C -3.48356 -2.47600 -7.26230 0.333
Cl -4.99326 -1.59860 -7.01481 -0.053
Cl -3.53323 -4.01025 -6.38548 -0.089
Cl -2.13405 -1.50389 -6.66320 -0.089
Cl 1.58631 4.67151 -3.69489 -0.106
C 2.85721 4.75758 -2.47039 0.218
Cl 4.05707 3.49956 -2.77868 -0.073
Cl 3.63605 6.34365 -2.53942 -0.097
Cl 2.14818 4.52160 -0.87246 0.051
Cl -7.73170 2.19892 -4.67649 -0.102
C -6.55730 3.46796 -4.31235 0.345
Cl -6.49649 4.61707 -5.65231 -0.098
Cl -7.03501 4.30725 -2.83504 -0.089
Cl -4.96096 2.74283 -4.08695 -0.080
Cl -5.99396 -0.83297 6.49830 -0.108
C -6.55766 -0.02617 5.02969 0.300
Cl -7.09063 -1.23851 3.86147 -0.089
Cl -7.91157 1.04053 5.42918 -0.107
Cl -5.24138 0.91979 4.33677 -0.045
Cl 2.63020 -10.05931 -3.52000 -0.095
C 3.73852 -8.73854 -3.13971 0.343
Cl 3.71353 -7.55052 -4.44651 -0.098
Cl 3.24545 -7.96606 -1.62870 -0.043
Cl 5.37644 -9.37729 -2.95520 -0.107
```

2.
This record from OMol25 describes a structure of composition C19H10ClN4O2PdSe in a non-equilibrium geometry. The level of theory is the ωB97M-V functional and the def2-TZVPD basis.

The value obtained for the frontier orbital gap is 6.75 eV. The net charge is +1. For the highest occupied orbital energy, the calculation gives -10.877 eV.

The geometry in XYZ format:
```
38
Properties=species:S:1:pos:R:3:mulliken_charge:R:1
Pd -0.45336 -0.41965 -0.21661 1.092
Cl -7.64303 -2.06869 -0.29354 -0.196
C -6.03149 -1.43678 -0.31029 0.092
C -5.83749 -0.04337 -0.47728 -0.459
C -4.58057 0.48638 -0.48716 -0.687
C -3.44561 -0.35210 -0.33728 0.629
O -2.25944 0.20142 -0.41789 -0.670
C -3.65513 -1.72867 -0.17747 0.584
C -2.56834 -2.62847 -0.01486 -0.119
O -1.36931 -2.33335 0.05540 -0.637
C -4.95881 -2.25863 -0.16456 -0.788
H -6.70098 0.60184 -0.59751 0.412
H -4.42176 1.54935 -0.62249 0.443
H -2.81873 -3.68801 0.11487 0.388
H -5.09517 -3.32747 -0.03505 0.382
Se 6.53779 2.27196 0.55023 0.321
N 5.01696 2.66438 1.35692 -0.799
C 4.11794 1.88045 0.83807 0.669
C 2.70506 1.89734 1.24070 0.732
C 2.17772 2.72325 2.23211 -0.532
C 0.84516 2.62524 2.54871 -0.843
C 0.04152 1.72690 1.85327 -0.280
N 0.53836 0.96999 0.88951 -0.491
C 1.85309 1.02551 0.59789 0.016
C 2.33058 0.06346 -0.40284 0.110
N 1.39908 -0.76763 -0.91149 -0.413
C 1.72606 -1.63251 -1.85770 -0.117
C 3.03190 -1.72331 -2.32786 -0.828
C 3.99713 -0.90154 -1.79947 -0.520
C 3.64455 0.02138 -0.81611 0.607
C 4.58013 0.96057 -0.18311 0.705
N 5.84505 1.01699 -0.48057 -0.800
H 2.83120 3.41552 2.74847 0.553
H 0.40415 3.23970 3.32302 0.413
H -1.01365 1.62789 2.05158 0.544
H 0.93625 -2.26342 -2.23422 0.517
H 3.26796 -2.44596 -3.09843 0.414
H 5.02525 -0.94997 -2.13696 0.555
```

3.
This record from OMol25 describes a structure of composition C19H11MnN3O5S3 in a non-equilibrium geometry. The level of theory is the ωB97M-V functional and the def2-TZVPD basis.

The value obtained for the frontier orbital gap (spin up / spin down) is 6.23 / 7.11 eV. The net charge is 0. For the highest occupied orbital energy (spin up / spin down), the calculation gives -8.649 / -8.730 eV. Its spin multiplicity is 4. As for the expectation value of S²: 4.11.

The geometry in XYZ format:
```
42
Properties=species:S:1:pos:R:3:mulliken_charge:R:1
Mn -0.58430 -0.86025 -0.92820 -0.012
C -2.56271 2.50189 0.67686 -1.786
C -1.87668 1.16993 0.66309 1.475
O -1.38559 0.79851 -0.43184 -0.488
C -1.79382 0.38132 1.85465 0.516
C -2.05910 0.94011 3.11929 -0.744
C -1.91912 0.19946 4.26015 -0.840
C -1.53266 -1.14557 4.16924 -0.434
C -1.28897 -1.72937 2.95315 -0.648
C -1.39377 -0.98198 1.76414 0.651
O -1.17425 -1.59562 0.62872 -0.435
H -2.66272 2.86064 -0.34406 0.374
H -1.97779 3.22135 1.25194 0.400
H -3.54546 2.40918 1.13665 0.453
H -2.34639 1.98104 3.18710 0.388
H -2.09561 0.64759 5.22808 0.402
H -1.42583 -1.73068 5.07345 0.410
H -0.99333 -2.76561 2.85739 0.460
S 0.01642 -2.90858 -1.86434 -0.254
C -1.55021 -2.93651 -2.58662 0.758
S -2.41277 -1.48616 -2.20714 -0.271
C -2.04934 -3.95091 -3.34538 0.476
C -3.36455 -3.88922 -3.88877 -0.079
N -4.42539 -3.84906 -4.33375 -0.457
C -1.29531 -5.12661 -3.62252 -0.082
N -0.69580 -6.08120 -3.85498 -0.453
O 0.54277 0.11264 -2.22699 -0.605
C 1.37080 0.31625 -1.29794 1.556
N 1.19810 -0.35457 -0.16527 -0.166
S 2.10697 0.31971 1.06053 1.083
O 1.25671 1.17285 1.84170 -0.566
O 2.88798 -0.66641 1.72854 -0.647
C 3.07611 1.32569 -0.05156 0.113
C 4.18415 2.10141 0.19922 -0.632
C 4.71954 2.81649 -0.86792 -0.470
C 4.14870 2.75210 -2.13461 -0.582
C 3.02648 1.97041 -2.37398 -0.567
C 2.50518 1.25338 -1.31208 -0.110
H 4.61610 2.14913 1.19003 0.462
H 5.59413 3.43200 -0.70597 0.409
H 4.59129 3.31285 -2.94698 0.399
H 2.57003 1.91236 -3.35302 0.542
```

4.
This record from OMol25 describes a structure of composition C19H12AlCl5F6O5. The level of theory is the ωB97M-V functional and the def2-TZVPD basis.

The value obtained for the frontier orbital gap is 7.83 eV. The net charge is 0. For the highest occupied orbital energy, the calculation gives -8.605 eV.

The geometry in XYZ format:
```
48
Properties=species:S:1:pos:R:3:mulliken_charge:R:1
Al 1.12774 0.26129 0.32690 -1.155
Cl 5.31629 -4.77543 -3.06601 -0.189
C 4.48005 -3.58956 -2.14234 0.364
C 5.17961 -2.54262 -1.54097 0.081
Cl 6.88435 -2.43566 -1.72566 -0.184
C 4.50427 -1.58601 -0.79603 0.329
Cl 5.33924 -0.28161 -0.05229 -0.169
C 3.11270 -1.64758 -0.62778 -0.333
O 2.50979 -0.73234 0.09330 -0.252
C 2.42958 -2.70666 -1.23531 0.663
Cl 0.71921 -2.79772 -1.01867 -0.130
C 3.10063 -3.66607 -1.98579 -0.090
Cl 2.21871 -4.94816 -2.71819 -0.192
C -5.82517 -2.20334 1.84716 -0.895
O -4.46975 -1.94484 2.19045 -0.434
C -3.65804 -1.41783 1.26089 0.729
C -4.08198 -1.10248 -0.04902 -0.885
C -3.17175 -0.57658 -0.91987 -1.564
C -1.82638 -0.33265 -0.56294 1.216
C -0.93285 0.23054 -1.51817 1.331
C -1.36006 0.57101 -2.91292 -1.810
O 0.27509 0.50407 -1.25737 -0.151
C -1.41989 -0.64538 0.77597 0.808
O -0.20531 -0.43860 1.22055 -0.271
C -2.35303 -1.19077 1.65475 -0.479
H -6.27942 -2.62383 2.73874 0.257
H -5.89338 -2.92412 1.03052 0.363
H -6.34432 -1.28271 1.57507 0.359
H -5.09917 -1.26924 -0.36619 0.429
H -3.50366 -0.33334 -1.91916 0.380
H -1.97145 -0.20171 -3.37117 0.473
H -0.47069 0.74580 -3.51133 0.408
H -1.93950 1.49760 -2.88131 0.354
H -2.04313 -1.42922 2.66215 0.547
C 2.11326 3.60458 2.39836 -1.927
C 1.26568 3.01800 1.27408 1.057
O 1.69596 1.75443 0.95402 -0.063
C 1.41812 3.90149 0.01187 0.588
F 0.64698 3.47441 -1.00112 -0.176
F 2.68465 3.86970 -0.41319 -0.273
F 1.10393 5.18543 0.23951 -0.280
C -0.21028 2.97815 1.72386 0.607
F -0.99714 2.37405 0.80965 -0.153
F -0.72066 4.19495 1.94641 -0.269
F -0.32832 2.27623 2.85747 -0.279
H 3.14351 3.66997 2.05620 0.434
H 2.07242 2.92400 3.24551 0.437
H 1.76359 4.59037 2.69942 0.388
```

5.
This record from OMol25 describes a structure of composition C19H12Cl5N3O2SV. The level of theory is the ωB97M-V functional and the def2-TZVPD basis.

The value obtained for the frontier orbital gap (spin up / spin down) is 8.20 / 8.98 eV. The net charge is 0. For the highest occupied orbital energy (spin up / spin down), the calculation gives -7.888 / -8.662 eV. Its spin multiplicity is 4. As for the expectation value of S²: 3.76.

The geometry in XYZ format:
```
43
Properties=species:S:1:pos:R:3:mulliken_charge:R:1
V 1.07388 1.20739 1.57093 0.101
C -4.78745 -0.09335 -4.27816 -1.437
C -3.65171 0.38173 -3.41489 0.940
C -3.84179 0.61624 -2.05629 -0.801
C -2.79276 1.03163 -1.25062 -0.169
C -1.54263 1.22005 -1.81586 -0.029
C -1.32619 0.99830 -3.16896 -0.525
C -2.38271 0.57993 -3.95852 -0.783
S -0.16856 1.68859 -0.81818 1.752
O -0.71324 2.10191 0.50195 -0.740
O 0.60789 2.66833 -1.51643 -0.711
N 0.72021 0.40593 -0.52074 -0.737
C 0.02114 -0.66027 0.05741 0.363
C -0.49100 -1.74137 -0.65752 -0.613
C -1.13838 -2.74066 0.04108 -0.294
C -1.25768 -2.64976 1.42464 -0.860
C -0.70840 -1.55786 2.06373 -0.396
N -0.08805 -0.58781 1.39184 0.289
H -5.74700 0.24885 -3.89254 0.368
H -4.81387 -1.18463 -4.31082 0.280
H -4.67978 0.26493 -5.30133 0.378
H -4.82470 0.47686 -1.62267 0.358
H -2.93500 1.21766 -0.19459 0.499
H -0.34306 1.16501 -3.58970 0.443
H -2.22493 0.41285 -5.01716 0.374
H -0.36746 -1.76957 -1.73069 0.509
H -1.54866 -3.59262 -0.48557 0.422
H -1.75513 -3.41860 1.99781 0.408
H -0.75160 -1.44711 3.13882 0.498
Cl 3.43034 2.27130 0.41646 -0.236
C 3.95764 0.88595 1.36725 1.426
C 2.96116 0.29378 2.12055 -1.513
C 3.37719 -0.74976 2.92920 1.208
Cl 2.19491 -1.48548 3.98224 -0.211
C 4.69388 -1.20341 2.96681 -0.395
Cl 5.15377 -2.49910 4.00126 -0.191
C 5.64983 -0.58458 2.15789 0.849
Cl 7.28202 -1.12523 2.18270 -0.187
C 5.28516 0.48934 1.34259 -0.693
Cl 6.44891 1.28511 0.36279 -0.190
N 0.65895 2.42325 4.57206 -0.086
C 0.79348 1.99797 3.50405 0.036
H 0.57138 2.75830 5.50720 0.298
```